Density functional theory data (ωB97M-V with the def2-TZVPD basis set) for a single C4H5NOS molecule at a distorted geometry.

The geometry in ORCA input format:
```
! wB97M-V def2-TZVPD RIJCOSX def2/J DEFGRID3
* xyz 0 1
C 0.5119 -0.3572 0.7855
H -0.5431 -2.1239 -0.1329
N -0.9671 -0.2531 -2.4569
S 1.7475 0.7911 -0.1245
C 0.3562 1.1709 0.9717
H 1.0925 -0.9358 1.3801
C -0.5217 -0.6511 -1.4309
O 1.3412 0.7911 -1.5973
C -0.1638 -1.1779 -0.2801
H -0.4303 -0.0679 -3.3014
H -0.5577 1.4991 0.3707
H 0.4850 1.7944 1.9234
*
```

**Maximum force**: 3.53 eV/Å
**LUMO**: 0.79 eV
**Relative energy (zero: lowest compared OMol25 entry of this formula, charge and spin)**: 86.8 kcal per mole
**Molar mass**: 115.16 Da
**E**: -18598.1547 eV
**Kohn-Sham gap**: 0.3327 hartree